{
  "formula": "C3H3Cl3O3S",
  "method": "ωB97M-V with the def2-TZVPD basis set",
  "spin_multiplicity": 1,
  "homo_lumo_gap_ev": [8.888, 7.612],
  "energy_ev": -57699.610,
  "relative_energy_kj_mol": 378.7,
  "max_force_ha_per_bohr": 0.0545,
  "species": ["C", "C", "C", "O", "O", "O", "S", "Cl", "Cl", "Cl", "H", "H", "H"],
  "xyz": [[0.35, -0.08, -0.62], [1.06, 0.86, 0.32], [-2.21, 0.39, -0.32], [-0.25, -2.04, 1.23], [1.80, -2.25, -0.04], [1.36, -0.03, 1.34], [0.80, -1.42, 0.51], [0.92, -0.23, -2.19], [0.21, 2.22, 0.95], [2.57, 1.50, -0.34], [-2.55, 0.09, -1.31], [-1.85, 1.36, 0.02], [-2.22, -0.38, 0.45]]
}